1.
DFT (ωB97M-V/def2-TZVPD) results for C36H62AsN8O2SY as an isolated structure at a distorted geometry.

The geometry in XYZ format:
```
111
Properties=species:S:1:pos:R:3:lowdin_charge:R:1
Y 18.035 -8.070 -10.403 1.565
C 20.402 -5.456 -11.562 -0.152
C 19.195 -5.403 -12.607 -0.148
N 18.393 -6.717 -12.630 -0.138
C 18.969 -7.562 -13.671 -0.207
C 20.090 -8.507 -13.142 -0.173
N 19.531 -9.346 -12.023 -0.122
C 20.615 -10.299 -11.541 -0.167
C 21.187 -9.804 -10.201 -0.161
C 20.280 -10.095 -8.976 -0.184
N 19.560 -8.864 -8.586 -0.158
C 20.451 -7.985 -7.745 -0.148
C 20.874 -6.813 -8.610 -0.197
N 19.649 -6.271 -9.287 -0.128
C 19.999 -5.087 -10.147 -0.207
H 21.245 -4.766 -11.909 0.146
H 20.821 -6.475 -11.523 0.079
H 19.553 -5.147 -13.635 0.117
H 18.463 -4.604 -12.301 0.119
H 17.374 -6.464 -12.882 0.109
H 19.463 -6.915 -14.431 0.121
H 18.202 -8.122 -14.235 0.137
H 21.041 -8.085 -12.755 0.115
H 20.460 -9.151 -13.987 0.140
H 18.825 -9.921 -12.409 0.092
H 21.383 -10.374 -12.323 0.121
H 20.166 -11.315 -11.414 0.140
H 21.610 -8.815 -10.298 0.087
H 22.120 -10.408 -10.047 0.136
H 20.926 -10.472 -8.111 0.144
H 19.477 -10.833 -9.174 0.119
H 18.826 -9.149 -7.955 0.093
H 21.360 -8.473 -7.433 0.122
H 19.814 -7.669 -6.892 0.139
H 21.603 -7.104 -9.335 0.097
H 21.371 -6.092 -7.978 0.127
H 19.075 -5.888 -8.494 0.132
H 20.857 -4.647 -9.599 0.125
H 19.126 -4.427 -10.151 0.114
C 14.073 -9.082 -12.494 0.015
C 15.382 -9.287 -11.788 -0.282
O 16.198 -8.280 -11.758 -0.139
C 15.536 -10.622 -11.222 -0.102
C 14.782 -11.766 -11.608 -0.006
C 15.000 -12.978 -11.011 -0.068
C 15.628 -13.084 -9.767 -0.037
C 16.270 -11.967 -9.294 -0.002
C 16.332 -10.772 -10.065 -0.346
O 17.089 -9.804 -9.627 -0.270
H 14.125 -8.292 -13.249 0.088
H 13.378 -8.694 -11.696 0.133
H 13.656 -9.964 -13.021 0.088
H 14.165 -11.709 -12.514 0.116
H 14.647 -13.889 -11.395 0.100
H 15.663 -14.042 -9.271 0.122
H 16.682 -12.061 -8.276 0.129
C 13.663 -1.539 -15.666 -0.021
N 14.367 -2.537 -14.822 -0.245
C 14.094 -2.566 -13.407 -0.099
C 15.220 -3.425 -15.328 -0.778
S 15.151 -5.087 -14.863 0.564
N 16.257 -2.915 -16.068 -0.210
C 16.928 -1.674 -15.716 -0.039
C 17.028 -3.742 -16.902 -0.129
H 14.399 -1.164 -16.382 0.078
H 13.315 -0.646 -15.115 0.096
H 12.751 -1.881 -16.181 0.098
H 13.839 -3.604 -13.146 0.039
H 13.247 -1.909 -13.193 0.083
H 14.962 -2.139 -12.777 0.110
H 16.311 -1.022 -15.188 0.061
H 17.213 -1.150 -16.647 0.106
H 17.882 -1.778 -15.189 0.096
H 16.471 -4.566 -17.305 0.062
H 17.891 -4.289 -16.362 0.105
H 17.445 -3.163 -17.709 0.087
C 15.303 -8.440 -7.521 0.004
C 15.351 -7.125 -8.139 -0.378
N 16.188 -6.856 -9.176 -0.012
C 15.990 -5.518 -9.449 -0.159
C 15.034 -4.931 -8.630 -0.023
N 14.704 -5.999 -7.723 0.114
H 15.465 -9.238 -8.284 0.075
H 14.332 -8.558 -7.046 0.093
H 16.161 -8.432 -6.773 0.120
H 16.513 -5.115 -10.305 0.092
H 14.737 -3.881 -8.571 0.120
H 14.027 -5.929 -6.905 0.205
C 17.574 -9.308 -2.449 -0.395
As 18.116 -11.160 -2.028 1.077
C 17.101 -11.442 -0.367 -0.352
C 19.767 -10.576 -0.900 -0.355
C 19.783 -10.324 0.589 -0.346
C 19.758 -9.069 1.178 -0.054
C 19.693 -8.936 2.571 -0.092
C 19.641 -10.043 3.363 -0.107
C 19.752 -11.316 2.822 -0.044
C 19.837 -11.421 1.411 -0.071
H 17.448 -8.807 -1.470 0.019
H 16.628 -9.184 -2.976 -0.007
H 18.327 -8.735 -3.050 0.016
H 17.151 -10.571 0.254 0.018
H 17.471 -12.301 0.166 0.012
H 16.072 -11.714 -0.700 0.027
H 20.381 -9.782 -1.453 0.083
H 20.436 -11.425 -1.123 0.042
H 19.642 -8.214 0.511 0.107
H 19.717 -7.912 3.006 0.119
H 19.629 -9.914 4.447 0.110
H 19.848 -12.187 3.411 0.092
H 19.875 -12.366 0.916 0.102
```

LUMO (eV): -5.11
HOMO level (eV): -11.31
Total charge: +2
ΔE to the lowest compared entry with this formula, charge and spin (eV): 0.801

***

2.
DFT (ωB97M-V/def2-TZVPD) results for C36H62N3O2ReSSi2Te as an isolated structure.

The geometry in XYZ format:
```
108
Properties=species:S:1:pos:R:3:lowdin_spin:R:1
Re 0.720 -0.622 -0.263 0.917
C 0.404 -0.135 5.459 0.000
C 1.232 -1.330 5.011 0.000
N 0.469 -2.230 4.139 0.006
C -0.277 -3.298 4.829 0.000
C 0.524 -4.586 4.910 0.000
C 0.434 -2.123 2.816 0.005
S 1.322 -0.774 2.125 0.007
N -0.308 -3.047 2.185 0.010
C -0.351 -3.230 0.882 0.021
O 0.225 -2.521 -0.019 0.047
C -1.123 -4.383 0.374 0.000
C -1.589 -5.366 1.247 0.003
C -2.316 -6.437 0.756 0.000
C -2.587 -6.528 -0.604 0.003
C -2.127 -5.549 -1.475 0.000
C -1.394 -4.480 -0.990 0.003
H 0.972 0.472 6.164 0.000
H -0.514 -0.456 5.954 0.000
H 0.141 0.488 4.603 0.000
H 1.547 -1.928 5.867 0.000
H 2.134 -1.011 4.496 0.000
H -1.216 -3.453 4.308 0.000
H -0.502 -2.917 5.826 0.000
H 0.727 -4.972 3.911 0.000
H -0.033 -5.340 5.468 0.000
H 1.475 -4.428 5.420 0.000
H -1.372 -5.282 2.303 0.000
H -2.672 -7.203 1.433 0.000
H -3.157 -7.365 -0.985 0.000
H -2.342 -5.621 -2.533 0.000
H -1.035 -3.710 -1.664 0.000
C 4.210 1.931 1.189 0.001
C 3.823 2.810 -0.013 0.001
C 3.072 1.848 -0.951 0.004
O 2.988 0.592 -0.253 0.051
C 4.131 0.531 0.610 0.004
H 3.477 2.030 1.993 0.000
H 5.193 2.169 1.591 0.000
H 4.705 3.213 -0.509 0.000
H 3.202 3.654 0.286 0.000
H 3.602 1.690 -1.893 0.000
H 2.052 2.163 -1.185 0.001
H 5.015 0.286 0.011 0.001
H 3.960 -0.259 1.337 0.000
C 3.619 -2.094 -1.767 -0.001
C 2.900 -2.232 -3.110 -0.001
C 1.746 -3.238 -3.035 -0.001
C 2.467 -0.915 -3.727 -0.009
C 3.030 -0.536 -4.941 0.001
C 2.626 0.613 -5.605 -0.010
C 1.627 1.406 -5.066 0.001
C 1.038 1.080 -3.851 -0.009
C -0.101 1.894 -3.277 -0.001
C -0.073 3.367 -3.669 0.000
C -1.443 1.258 -3.656 -0.001
C 1.486 -0.072 -3.184 -0.002
N 0.924 -0.386 -1.947 -0.071
H 4.067 -3.052 -1.495 0.000
H 2.939 -1.800 -0.966 0.000
H 4.420 -1.352 -1.821 0.000
H 3.631 -2.640 -3.813 0.000
H 0.988 -2.926 -2.314 0.000
H 2.118 -4.214 -2.718 0.000
H 1.266 -3.356 -4.008 0.000
H 3.795 -1.166 -5.377 0.000
H 3.083 0.882 -6.548 -0.001
H 1.304 2.292 -5.597 0.000
H -0.017 1.825 -2.192 0.000
H -0.315 3.508 -4.725 0.000
H 0.904 3.820 -3.485 0.000
H -0.822 3.922 -3.101 0.000
H -1.573 1.263 -4.741 0.000
H -2.275 1.816 -3.215 0.000
H -1.502 0.225 -3.312 0.000
C -1.280 6.147 -0.896 0.000
Si -1.284 4.884 0.480 0.000
C -2.953 4.856 1.321 0.000
C 0.055 5.270 1.726 0.000
C -0.895 3.220 -0.352 -0.001
Te -0.086 1.731 0.933 0.000
C -1.912 1.048 1.788 0.000
Si -3.425 0.395 0.829 0.002
C -4.390 1.810 0.079 0.000
C -4.439 -0.429 2.168 0.000
C -3.020 -0.849 -0.509 0.010
H -1.490 7.146 -0.505 0.000
H -2.041 5.922 -1.648 0.000
H -0.311 6.186 -1.402 0.000
H -3.133 5.828 1.789 0.000
H -3.022 4.100 2.106 0.000
H -3.759 4.682 0.606 0.000
H -0.067 6.296 2.084 0.000
H 1.056 5.192 1.293 0.000
H 0.018 4.611 2.596 0.000
H -0.103 3.425 -1.082 0.000
H -1.738 2.795 -0.900 0.000
H -2.247 1.869 2.429 0.000
H -1.569 0.259 2.467 0.000
H -4.568 2.618 0.789 0.000
H -5.366 1.431 -0.239 0.000
H -3.907 2.230 -0.806 0.000
H -4.689 0.265 2.974 0.000
H -3.894 -1.272 2.603 0.000
H -5.377 -0.817 1.762 0.000
H -2.104 -0.608 -1.050 0.008
H -3.835 -0.867 -1.239 0.000
H -2.921 -1.861 -0.103 0.000
```

LUMO (alpha / beta) (eV): -2.84 / -3.03
Multiplicity: 2
HOMO level (alpha / beta) (eV): -10.00 / -9.94
Total charge: +1
ΔE to the lowest compared entry with this formula, charge and spin (eV): 1.054
⟨S²⟩: 0.77

***

no.,total energy (eV)
1,-127060.0795
2,-82914.4784